(1)
C4H9NO2S as an isolated structure in a non-equilibrium geometry. Source: OMol25; level of theory: ωB97M-V/def2-TZVPD.

The geometry in XYZ format:
```
17
Properties=species:S:1:pos:R:3:forces:R:3:lowdin_charge:R:1
C 0.9027 -1.5279 1.1614 -2.5909 4.7242 -4.6398 0.21
C 0.2326 -0.1523 -0.0097 2.2029 -6.3649 4.2719 -0.24
C 0.4768 1.5932 1.7411 1.4089 2.6293 -5.6181 -0.04
C -0.3334 1.0503 0.4786 2.5194 2.0653 1.4469 -0.28
N -1.5879 -1.2277 -1.6867 2.0198 -2.2849 -1.8766 -0.09
O 0.0672 0.6825 -2.3819 -0.3717 -1.0813 0.6240 -0.33
O 0.9102 -1.6159 -2.0573 -0.7876 -0.2744 0.3896 -0.31
S 0.0041 -0.5788 -1.6483 -0.6519 1.3717 -1.5288 0.56
H 1.1708 -2.3622 0.5586 0.3943 -0.5688 0.0738 0.00
H 1.3206 -1.1084 2.0410 0.3085 -0.1957 0.5875 -0.01
H -0.0257 2.2904 2.3309 -1.0474 0.8903 0.9352 0.05
H 0.7546 0.7487 2.1992 1.3757 -2.5150 2.3488 -0.02
H 1.3844 2.1650 1.2234 -1.5331 -1.3678 1.6168 0.13
H -0.1221 1.6393 -0.3890 -0.6450 1.4701 -0.3028 0.09
H -1.3249 1.0774 0.7680 -2.4276 -0.3934 0.0223 0.10
H -1.4101 -2.0038 -2.4339 -1.0534 1.6255 1.7481 0.10
H -2.4197 -0.6697 -1.8955 0.8791 0.2699 -0.0989 0.07
```
Forces are in eV/Å.

Properties
2S+1: 1
Highest occupied orbital energy (spin up / spin down) (eV): -9.65 / -9.12
Total charge: 0
Orbital gap (spin up / spin down) (eV): 8.864 / 8.685



(2)
C40H38N8NaO2SSeTe as an isolated structure in a non-equilibrium geometry. Source: OMol25; level of theory: ωB97M-V/def2-TZVPD.

The geometry in XYZ format:
```
92
Properties=species:S:1:pos:R:3:forces:R:3:lowdin_charge:R:1
Na 0.3490 -0.2822 -0.3256 -1.0412 -0.6442 -0.7457 0.19
N -0.1270 4.5931 -1.0022 0.0360 0.0249 -0.0208 0.00
C 0.0139 3.5360 -0.0872 -0.0380 0.1358 0.0391 -0.91
S 1.3975 3.6862 0.9707 -0.0838 -0.1467 -0.0465 0.49
N -0.9456 2.6758 -0.1163 0.2584 -0.1766 0.2830 -0.02
N -0.7789 1.5544 0.7096 -0.2921 0.3587 -0.1345 -0.04
C -1.8682 1.1673 1.2556 0.1151 -0.2222 0.1158 -0.11
C -2.0674 -0.0991 1.9692 -0.0047 0.2370 -0.1658 -0.15
C -3.3412 -0.3211 2.4956 -0.0871 -0.0256 0.0308 -0.09
C -3.7249 -1.5308 3.0437 0.0425 0.0155 -0.0253 -0.14
C -2.7997 -2.5794 3.0232 -0.0275 -0.0244 0.0146 -0.11
C -1.5327 -2.3983 2.5196 0.0126 0.0092 0.0252 -0.04
C -1.0858 -1.1462 2.0026 -0.0572 0.0507 0.0853 -0.41
O 0.1087 -0.9997 1.5727 0.0198 -0.3799 0.8962 -0.21
H 0.7675 4.9980 -1.2332 -0.0258 -0.0243 0.0076 0.03
H -0.6578 4.3043 -1.8124 -0.0152 0.0080 -0.0081 0.06
H -2.7591 1.7949 1.1293 0.0008 -0.0568 0.0208 0.11
H -4.0584 0.4938 2.4386 -0.0149 0.0026 0.0089 0.09
H -4.7247 -1.6748 3.4319 -0.0197 -0.0057 0.0068 0.08
H -3.0851 -3.5613 3.3854 -0.0171 -0.0071 0.0117 0.09
H -0.8333 -3.2263 2.4710 0.0336 -0.0036 0.0080 0.11
Se -2.7464 -7.6988 0.0164 0.0706 0.1481 -0.0253 0.82
N -3.4827 -6.0883 -0.4517 0.1829 -0.0456 0.0302 -0.31
C -2.4326 -5.2492 -0.5031 -0.2844 0.1115 -0.0683 -0.40
C -2.5846 -3.8446 -0.8192 -0.2535 -0.1269 0.0301 -0.10
C -3.8597 -3.2817 -0.9962 0.0675 -0.0128 0.0003 -0.02
C -3.9753 -1.9403 -1.2509 0.0135 0.0586 -0.0015 -0.07
C -2.8079 -1.1709 -1.3419 -0.0855 -0.0230 -0.0387 -0.14
N -1.6015 -1.6721 -1.1896 0.1396 0.0012 0.0485 0.12
C -1.4767 -2.9855 -0.9161 0.3868 -0.0857 0.0737 -0.15
C -0.1398 -3.5191 -0.6342 -0.3424 0.2266 -0.0786 -0.15
N 0.9117 -2.6825 -0.6987 0.0410 0.0802 -0.0474 0.12
C 2.0954 -3.1215 -0.3309 0.0204 -0.1379 0.0147 -0.13
C 2.3213 -4.4344 0.1045 0.0521 0.0668 0.0016 -0.06
C 1.2667 -5.3092 0.1316 -0.0134 -0.0018 -0.0214 -0.02
C -0.0111 -4.8643 -0.2469 0.0412 -0.2588 0.0662 -0.10
C -1.1503 -5.7574 -0.2120 0.2744 -0.0956 0.0620 -0.40
N -1.0315 -7.0590 0.1047 -0.1596 0.0917 -0.0363 -0.31
H -4.7212 -3.9291 -0.9000 -0.0157 -0.0043 -0.0005 0.10
H -4.9424 -1.4658 -1.3573 -0.0101 0.0007 -0.0160 0.09
H -2.8660 -0.1040 -1.5312 0.0073 0.0458 0.0054 0.10
H 2.9085 -2.4045 -0.3501 0.0388 0.0563 -0.0006 0.09
H 3.3135 -4.7296 0.4221 0.0062 -0.0193 -0.0050 0.09
H 1.3773 -6.3367 0.4534 -0.0081 -0.0049 -0.0020 0.10
C 3.6872 0.0343 -1.9545 0.1452 -0.0036 -0.0475 -0.02
C 2.7750 0.5148 -0.8359 0.2145 0.0306 0.1944 -0.75
O 1.6800 1.0117 -1.1475 0.6518 0.6212 -0.4791 -0.09
N 3.3126 0.3396 0.3723 -0.4262 -0.0295 0.0834 -0.22
Te 2.2792 0.9723 1.9739 0.6931 0.0368 -0.0251 1.79
C 3.6680 2.4325 2.7806 -0.1894 -0.1371 -0.2715 -0.35
C 3.5253 2.7017 4.1447 0.0082 0.0961 0.1124 -0.29
C 2.4467 2.0841 4.9903 -0.0810 -0.0113 0.0814 -0.07
C 4.3859 3.6033 4.7636 0.0141 0.0191 0.0207 -0.02
C 5.3764 4.2668 4.0590 0.0041 -0.0280 -0.0974 -0.28
C 6.3104 5.2361 4.7305 0.0210 0.0430 0.0523 -0.06
C 5.4607 4.0281 2.6977 -0.0373 0.0014 0.0252 -0.03
C 4.6151 3.1389 2.0359 0.1862 0.0314 -0.0014 -0.31
C 4.8319 3.0237 0.5492 -0.0362 0.0179 -0.0561 -0.08
C 3.3382 -0.5880 3.1152 -0.1373 0.2681 -0.1588 -0.26
C 2.5767 -1.3630 3.9868 -0.0417 -0.1236 0.0973 -0.29
C 1.1555 -1.0694 4.3837 -0.1091 0.0900 0.0916 -0.08
C 3.1475 -2.4829 4.6023 -0.0173 0.0118 -0.0231 -0.02
C 4.4608 -2.8401 4.3870 -0.0116 0.0160 -0.0214 -0.28
C 5.0649 -4.0596 5.0272 0.0104 -0.0589 0.0558 -0.06
C 5.2244 -2.0162 3.5683 0.0524 0.0276 -0.0175 -0.03
C 4.7029 -0.8918 2.9412 0.0496 -0.1143 0.0630 -0.26
C 5.6801 -0.0429 2.1726 0.0887 0.0137 -0.0361 -0.06
H 3.0863 -0.3660 -2.7681 -0.0459 -0.0135 -0.0156 0.08
H 4.4027 -0.7092 -1.6091 0.0081 0.0046 0.0242 0.06
H 4.2412 0.8981 -2.3305 0.0012 0.0225 -0.0210 0.07
H 1.4657 2.1468 4.5156 -0.0092 0.0259 -0.0662 0.07
H 2.3778 2.6114 5.9424 -0.0064 -0.0293 0.0105 0.08
H 2.6468 1.0346 5.1996 0.0332 -0.0879 -0.0017 0.07
H 4.2619 3.8000 5.8237 -0.0047 0.0011 0.0256 0.11
H 6.0834 5.3328 5.7929 -0.0131 -0.0103 0.0005 0.07
H 6.2380 6.2284 4.2809 -0.0090 0.0103 -0.0099 0.07
H 7.3501 4.9145 4.6394 0.0084 -0.0210 -0.0084 0.07
H 6.2023 4.5581 2.1069 0.0238 0.0285 -0.0045 0.12
H 4.7855 4.0200 0.1094 0.0365 0.0542 -0.0104 0.08
H 4.0953 2.4103 0.0480 0.0187 0.0633 0.0872 0.02
H 5.8242 2.6054 0.3550 -0.0120 -0.0132 -0.0326 0.08
H 0.7438 -0.1595 3.9548 0.0269 -0.0229 -0.0318 0.03
H 1.1114 -0.9802 5.4741 -0.0472 0.0077 -0.0144 0.09
H 0.4904 -1.8758 4.0851 -0.0198 -0.0632 -0.0272 0.07
H 2.5215 -3.0864 5.2522 0.0010 -0.0264 0.0204 0.12
H 4.3044 -4.6597 5.5273 -0.0137 0.0156 0.0046 0.07
H 5.8187 -3.7859 5.7702 -0.0009 0.0089 -0.0048 0.07
H 5.5550 -4.6944 4.2866 0.0028 0.0126 -0.0278 0.07
H 6.2732 -2.2510 3.4091 0.0113 -0.0273 0.0104 0.11
H 6.5706 -0.6329 1.9473 0.0351 0.0225 0.0045 0.07
H 5.9882 0.8155 2.7731 0.0061 0.0349 0.0411 0.08
H 5.2598 0.3231 1.2414 -0.0470 -0.0120 0.0068 0.03
```
Forces are in eV/Å.

Properties
2S+1: 2
Highest occupied orbital energy (spin up / spin down) (eV): -0.13 / -2.03
Expectation value of S²: 0.7713
Total charge: -2
Orbital gap (spin up / spin down) (eV): 3.789 / 5.687



(3)
One molecule with the formula C21H32O2. Source: OMol25; level of theory: ωB97M-V/def2-TZVPD.

The geometry in XYZ format:
```
55
Properties=species:S:1:pos:R:3:forces:R:3:lowdin_charge:R:1
C -5.4892 -2.8962 -0.1158 0.1744 -0.0540 0.1119 -0.11
C -3.9957 -2.6056 0.0368 -0.1213 0.0881 -0.0348 -0.26
C -3.5764 -1.4932 -0.8737 -0.0294 -0.2185 0.0490 -0.13
C -3.1199 -0.2968 -0.5391 0.0409 0.0507 -0.0062 -0.12
C -2.8990 0.2485 0.8424 -0.0369 -0.0032 -0.0900 -0.18
C -3.6464 1.5401 0.9895 -0.0677 -0.0770 0.1670 -0.11
C -3.1363 2.7582 0.8886 -0.0186 0.1518 0.1433 -0.11
C -1.6948 3.0893 0.6158 0.0487 -0.0784 -0.0861 -0.19
C -1.4574 3.1013 -0.8673 0.0037 0.1909 0.0604 -0.11
C -0.5437 2.4266 -1.5473 0.1284 0.0074 -0.0474 -0.12
C 0.4937 1.4880 -1.0064 -0.0228 -0.0405 0.0088 -0.18
C 0.1758 0.0787 -1.4123 0.0736 0.0512 -0.0070 -0.12
C 0.2480 -1.0129 -0.6675 -0.0218 -0.0557 0.0626 -0.13
C 0.7007 -1.1157 0.7589 0.0588 0.0487 -0.0398 -0.18
C 2.0203 -1.8296 0.8239 -0.1406 -0.0557 0.0268 -0.10
C 3.1182 -1.4487 1.4590 -0.0024 -0.0616 0.2301 -0.12
C 3.3225 -0.2176 2.2856 0.1398 0.0100 0.0154 -0.19
C 4.5736 0.5522 1.8542 -0.1642 0.0905 -0.0609 -0.19
C 4.4304 1.1229 0.4424 0.1202 -0.2040 0.1541 -0.08
C 4.5039 0.0318 -0.6013 0.1314 0.2054 -0.0147 -0.52
O 5.3433 -0.8287 -0.6415 0.1003 -0.0343 0.0740 0.10
O 3.5327 0.1794 -1.5094 -0.2310 0.2892 -0.0559 -0.05
C 3.4496 -0.7763 -2.5582 0.1840 -0.3856 -0.1757 -0.04
H -6.0728 -2.0202 0.1586 -0.0887 0.0571 0.0001 0.07
H -5.7853 -3.7248 0.5238 -0.0980 -0.0818 0.0200 0.07
H -5.7242 -3.1542 -1.1462 -0.0793 -0.0230 -0.0916 0.07
H -3.4307 -3.5055 -0.2240 0.0316 -0.0019 0.0870 0.11
H -3.7779 -2.3663 1.0775 0.0709 -0.0630 0.0092 0.09
H -3.6865 -1.7257 -1.9263 0.0145 0.0707 -0.1739 0.10
H -2.8635 0.4062 -1.3213 0.0003 0.0200 -0.1440 0.10
H -1.8285 0.4120 0.9740 0.0943 -0.0347 0.0915 0.09
H -3.2398 -0.4570 1.6007 0.1062 0.0005 0.0316 0.10
H -4.7102 1.4288 1.1573 -0.1315 0.0847 -0.0137 0.11
H -3.7978 3.6109 0.9725 -0.1570 0.0254 0.0062 0.10
H -1.4760 4.0839 1.0162 0.0445 -0.0848 0.0596 0.11
H -1.0392 2.3726 1.1084 0.0620 0.0567 0.0508 0.09
H -2.1443 3.7381 -1.4118 -0.0391 0.0237 -0.1551 0.11
H -0.5256 2.5278 -2.6261 -0.0898 0.0636 -0.1210 0.11
H 1.4637 1.7512 -1.4429 0.0164 0.0341 0.1080 0.11
H 0.5816 1.5759 0.0744 0.0914 0.0216 0.0351 0.09
H -0.1501 -0.0183 -2.4408 -0.0566 -0.1176 -0.1338 0.11
H -0.0156 -1.9636 -1.1151 -0.0749 -0.0628 -0.1430 0.11
H -0.0371 -1.7077 1.3132 -0.0246 0.0894 0.0535 0.12
H 0.7681 -0.1355 1.2257 -0.0730 0.0091 0.0660 0.09
H 2.0382 -2.7645 0.2769 0.1044 -0.1415 -0.0464 0.11
H 3.9905 -2.0881 1.4086 0.0584 -0.1315 -0.0948 0.11
H 2.4567 0.4432 2.2338 -0.0460 0.0280 0.0768 0.10
H 3.4465 -0.5205 3.3303 -0.0627 0.0513 0.0125 0.12
H 5.4392 -0.1124 1.8742 0.0519 0.0480 0.0555 0.12
H 4.7524 1.3709 2.5543 0.0569 -0.0351 -0.0157 0.11
H 3.4899 1.6611 0.3269 0.0204 0.0688 0.0073 0.11
H 5.2561 1.8108 0.2444 -0.0496 0.0056 -0.0829 0.13
H 4.3015 -1.4563 -2.5067 -0.1323 0.0631 -0.0833 0.09
H 3.4497 -0.2398 -3.5067 -0.0196 -0.0103 0.0516 0.09
H 2.5168 -1.3284 -2.4410 0.0512 0.0507 -0.0081 0.08
```
Forces are in eV/Å.

Properties
2S+1: 1
Highest occupied orbital energy (eV): -8.85
Total charge: 0
Structure (SMILES): CC/C=C\C/C=C\C/C=C\C/C=C\C/C=C\CCCC(=O)OC
Orbital gap (eV): 9.703



(4)
A 2-piece molecular cluster, C6H5O2S2 overall in a non-equilibrium geometry. Source: OMol25; level of theory: ωB97M-V/def2-TZVPD.

The geometry in XYZ format:
```
15
Properties=species:S:1:pos:R:3:forces:R:3:lowdin_charge:R:1
C -0.9171 -0.2639 0.1820 0.3026 0.2917 -0.5197 -0.13
C -0.5291 1.0278 -0.1902 -1.9406 -0.1323 -1.0548 -0.13
C -0.0037 -1.2920 0.2912 0.5335 1.1173 0.0237 -0.12
C 0.8086 1.2299 -0.4592 0.5129 3.8916 -0.9685 -0.16
C 1.3494 -1.0438 0.1819 1.5629 0.0217 -0.6598 -0.13
C 1.6822 0.2471 -0.1679 1.4149 -0.5702 0.2439 -0.05
O 5.1767 1.4424 -0.9967 -0.9802 -1.7859 1.2452 -0.52
O 5.1200 0.8372 1.4073 -0.4033 0.1720 -0.1799 -0.52
S 4.6891 -1.4518 -0.2019 0.4682 -0.0445 -0.4988 0.11
S 4.6426 0.5065 0.0602 0.3980 1.2882 -0.7407 0.22
H -1.9095 -0.6446 0.1905 -1.0905 0.5785 0.1645 0.08
H -1.3127 1.7686 -0.5484 1.0833 -0.8323 0.8464 0.11
H -0.4413 -2.2335 0.3504 -0.2045 -1.8450 0.4488 0.07
H 1.1335 2.2797 -0.9396 -0.5417 -2.4999 1.2603 0.14
H 2.2089 -1.7625 0.1622 -1.1157 0.3492 0.3895 0.03
```
Forces are in eV/Å.

Properties
2S+1: 1
Highest occupied orbital energy (spin up / spin down) (eV): -3.78 / -4.56
Total charge: -1
Orbital gap (spin up / spin down) (eV): 6.850 / 7.628



(5)
C12H26BBaF4O8 as an isolated structure in a non-equilibrium geometry. Source: OMol25; level of theory: ωB97M-V/def2-TZVPD.

The geometry in XYZ format:
```
52
Properties=species:S:1:pos:R:3:forces:R:3:lowdin_charge:R:1
Ba -0.3044 -0.1173 0.2529 6.3160 10.4163 -4.2786 2.76
B -2.6392 -0.3118 0.9169 -4.0152 -0.3118 2.1309 -1.39
F -2.1332 -0.8759 2.0492 -5.3502 -0.7927 0.3310 0.14
F -2.2188 1.0026 0.7890 -4.3832 1.9023 1.8387 0.03
F -2.0904 -0.9031 -0.1553 -9.9976 -8.6554 1.5642 -0.17
F -4.0405 -0.4394 0.8125 -0.1063 0.3329 0.1753 0.13
C 0.5449 1.7235 3.6282 0.2113 0.0555 -0.9617 0.01
C -0.0203 1.1140 2.2975 0.0127 1.0991 3.4767 -0.67
O -0.4041 -0.0629 2.3989 2.6454 7.3596 7.3227 -0.26
O -0.1089 1.7642 1.2113 2.4318 5.6477 6.9520 -0.37
H 1.0212 0.9608 4.2442 -0.4842 -0.2063 0.0757 0.06
H -0.3312 2.1219 4.1399 0.2353 0.2427 0.1698 0.08
H 1.3341 2.4581 3.4685 -0.3136 0.5167 -0.1459 0.07
C -0.3967 -3.9377 0.8924 0.1385 -2.1091 -0.7765 0.01
C -0.1905 -2.4961 0.6997 -3.2693 -1.7007 2.5052 -0.73
O -0.2943 -1.9560 -0.4165 2.0858 -12.4706 -5.3958 -0.32
O -0.3027 -1.8290 1.7497 3.0948 -7.2614 -0.8098 -0.16
H -0.9145 -4.1677 1.8236 0.6807 0.1889 0.2655 0.09
H 0.5873 -4.3889 0.7648 0.0928 -0.5949 0.4917 0.08
H -1.0207 -4.4058 0.1311 0.0413 0.2991 -0.4667 0.08
C 1.4063 2.7724 -0.5851 0.4260 -0.9299 0.3016 -0.10
O 0.2825 2.3305 -1.2772 -0.3575 0.5505 -2.3725 -0.21
C -1.0296 2.5694 -0.8535 -1.0811 0.2648 0.7041 -0.22
C -1.9808 1.6611 -1.6312 0.4952 0.3616 -0.9263 -0.14
O -1.6639 0.2838 -1.4827 -1.4458 4.2824 -7.7408 -0.44
C -2.3738 -0.5977 -2.2945 -1.7910 -0.9876 -1.2652 -0.11
H 1.5208 1.9490 0.1199 1.0985 1.0662 0.7077 0.07
H 1.3559 3.7768 -0.1646 -0.3766 -0.0834 0.4124 0.10
H 2.2765 2.7721 -1.2416 -0.1112 -0.0154 -0.5794 0.08
H -1.3481 3.6056 -0.9674 -0.0169 0.3997 -0.6719 0.13
H -1.1124 2.3759 0.2160 -0.3469 0.7077 -1.1519 0.06
H -1.8322 1.9585 -2.6693 -0.4507 -0.1079 -0.5765 0.13
H -3.0137 1.7771 -1.3030 -0.0396 0.4706 -0.0824 0.14
H -2.1186 -1.6498 -2.1677 1.2883 0.3199 0.0488 0.11
H -2.3924 -0.3861 -3.3636 0.5628 0.4980 -0.2437 0.10
H -3.4301 -0.7663 -2.0850 -0.5231 1.0854 0.6419 0.11
C 0.6174 0.0826 -3.0233 -1.4554 0.9579 -2.6236 -0.12
O 0.8741 -0.3504 -1.7665 2.5478 -0.1678 -3.1714 -0.32
C 2.1923 -0.5796 -1.5783 2.1441 -0.0784 3.1360 -0.23
C 2.3612 -1.1495 -0.1187 0.0724 0.0529 -1.0568 -0.11
O 1.6846 -0.4092 0.9810 8.2015 -2.4557 0.3145 -0.44
C 2.1832 -0.8294 2.2407 0.6612 -0.0684 0.3886 -0.07
H 0.9938 -0.4758 -3.8804 0.3772 -1.2404 0.2570 0.10
H 1.0251 1.0611 -3.2772 -0.2344 0.5629 0.6239 0.10
H -0.4709 0.0477 -3.0748 0.6154 0.5880 -0.6478 0.07
H 2.9330 0.2201 -1.5797 -0.7702 1.6074 -0.3530 0.12
H 2.7104 -1.2125 -2.2988 -0.5796 -1.0812 -0.1233 0.13
H 3.4440 -1.1313 0.0046 0.0310 -0.2741 0.5967 0.12
H 1.9575 -2.1499 -0.2746 0.2184 -0.2060 1.0956 0.12
H 1.7467 -0.1248 2.9487 0.7954 -0.3672 -0.0651 0.07
H 3.2715 -0.8659 2.1926 0.2893 0.4122 0.3618 0.09
H 1.8529 -1.8190 2.5564 -0.3114 -0.0824 -0.4034 0.10
```
Forces are in eV/Å.

Properties
2S+1: 1
Highest occupied orbital energy (eV): -2.41
Total charge: -1
Orbital gap (eV): 4.701